# 1
Molecular formula: C47H62IN5PdSbSi3Te2
Method: DFT, ωB97M-V/def2-TZVPD

```
122
Properties=species:S:1:pos:R:3:forces:R:3
I 3.513622 -3.420916 1.409757 0.0 0.1 -0.1
Te -2.314823 -2.678243 -0.390623 0.0 0.0 0.1
Te 0.437693 -2.986499 0.439564 -0.2 0.2 0.3
Sb 1.571818 2.024423 -2.034199 0.1 0.0 0.0
Pd 0.951273 -0.102528 0.331399 0.3 -0.2 -0.1
Si -0.869612 0.280874 -3.565960 -0.1 0.0 -0.1
Si -1.161325 3.374719 -3.389257 0.0 0.0 0.0
Si 3.438841 1.033441 0.738331 0.2 0.4 0.0
N 3.320132 -0.670660 0.087333 -0.3 0.0 0.0
N -1.013299 0.686087 -0.175793 0.1 0.0 0.1
N 1.902953 3.138480 2.110829 0.1 0.0 -0.1
N 0.233122 0.367686 8.318479 0.0 0.0 0.0
N 0.639734 -0.015183 2.978354 -0.1 -0.2 0.1
C -2.891989 -5.619267 0.226584 0.0 -0.1 0.0
C 2.007790 4.128081 -1.967771 0.0 0.0 0.0
C -4.682267 -3.101562 1.302651 0.0 -0.1 0.0
C -3.002167 -1.902567 2.570426 0.1 -0.1 0.1
C -3.877209 -1.835642 3.645287 0.0 0.0 0.0
C -5.549085 -3.020853 2.383030 0.0 0.0 0.0
C 5.084443 3.276728 0.245552 0.0 0.0 0.0
C 0.116777 -1.224754 -2.955727 0.0 0.3 0.1
C 6.386417 -0.213974 0.420211 0.0 0.0 0.0
C 0.452694 0.199281 5.749053 0.0 0.0 0.0
C -3.402750 -2.557855 1.413889 -0.3 -0.2 -0.1
C 1.183892 -0.832304 5.168051 0.0 0.0 0.0
C 0.120637 3.741726 -4.714717 0.0 0.0 0.0
C -5.144027 -2.396948 3.554680 0.0 0.0 0.0
C -0.293998 0.612815 -5.304861 0.1 0.0 0.0
C 1.762419 1.753120 0.169740 -0.1 -0.1 -0.3
C 1.245120 -0.889785 3.787860 0.0 0.0 0.0
C 0.367213 4.886365 2.653809 0.0 0.0 0.0
C -0.367222 4.600342 1.514781 0.0 0.0 0.0
C -3.080920 -6.950403 -0.112782 0.0 0.0 0.0
C 4.231135 -1.494348 0.755520 0.0 -0.2 0.1
C -3.107243 0.881879 1.006545 0.0 0.0 0.0
C -1.319426 4.871374 -2.265144 0.0 0.0 0.0
C -2.837261 -6.412843 -2.454960 0.0 0.0 0.0
C -2.645358 -5.075243 -2.134961 0.0 0.0 0.0
C -3.559480 1.770321 0.039184 0.0 0.0 0.0
C 0.337954 0.299745 7.177781 0.0 0.0 0.0
C -2.687409 -0.203822 -3.575827 0.0 0.0 0.0
C 3.407301 -1.005352 -1.357348 0.0 0.0 -0.1
C -1.837207 0.386075 0.849424 0.1 0.1 -0.1
C -1.446851 1.523893 -1.153563 0.1 -0.2 -0.1
C 5.542245 -1.314963 0.907799 0.0 0.0 0.0
C 0.059061 3.580537 0.679456 -0.1 0.0 0.0
C 6.129023 1.022342 -0.029515 0.0 0.0 0.0
C -3.050295 -7.343763 -1.447440 0.0 0.0 0.0
C 3.852324 0.841070 2.549455 -0.1 -0.1 -0.1
C -2.670911 -4.697380 -0.794479 -0.1 0.0 0.0
C -0.622841 1.801186 -2.370947 -0.1 0.0 0.0
C 1.509936 4.134346 2.895199 0.0 0.0 0.0
C -0.001033 -3.959310 2.276847 -0.1 -0.1 -0.1
C -0.169823 1.128098 4.921999 0.0 0.0 0.0
C -2.802744 3.125357 -4.275681 0.0 0.0 0.0
C -0.046090 0.977090 3.552333 0.0 0.1 0.0
C 0.753669 -4.770200 -0.673529 0.1 0.2 -0.1
C 4.857873 1.815457 -0.183280 0.0 -0.1 0.0
C 1.193331 2.837905 1.013339 0.0 0.1 0.0
C -2.735381 2.071252 -1.021941 -0.1 -0.1 0.0
H 0.950719 -4.290410 2.681405 0.0 0.0 0.0
H 6.095966 -2.100117 1.408291 0.0 0.0 0.0
H -3.569286 -1.337435 4.555030 0.0 0.0 0.0
H -0.733227 1.952128 5.336900 0.0 0.0 0.0
H -3.204996 4.107400 -4.537352 0.0 0.0 0.0
H -0.472525 3.396832 -0.240611 0.1 0.0 0.0
H 3.772346 -0.189619 2.892580 0.0 0.0 0.0
H 5.429059 3.331969 1.279225 0.0 0.0 0.0
H -3.106363 2.735316 -1.784036 0.0 0.0 0.0
H -2.947175 -5.309063 1.262396 0.0 0.0 0.0
H 3.096890 4.179608 -1.997132 0.0 0.0 0.0
H -3.575945 2.604144 -3.712303 0.0 0.0 0.0
H 2.933206 -1.974591 -1.542851 0.0 0.0 0.0
H 4.612548 1.808005 -1.256774 0.0 0.0 0.0
H 1.829685 -1.668672 3.308866 0.0 0.0 0.0
H 0.296486 4.819564 -4.752060 0.0 0.0 0.0
H 1.626084 4.630191 -2.851493 0.0 0.0 0.0
H -0.335274 -0.338903 -5.842919 0.0 0.0 0.0
H -5.820756 -2.338863 4.396400 0.0 0.0 0.0
H 7.435650 -0.485032 0.442549 0.0 0.0 0.0
H -2.832201 -6.722962 -3.491094 0.0 0.0 0.0
H -1.418609 -0.274810 1.599377 0.1 0.3 -0.3
H -0.210280 -5.192334 -0.939824 -0.1 0.0 0.0
H -0.257109 3.448150 -5.694109 0.0 0.0 0.0
H -0.357797 5.230970 -1.899363 0.0 0.0 0.0
H 1.646496 4.625847 -1.071979 0.0 0.0 0.0
H -1.980349 4.739815 -1.406996 0.0 0.0 0.0
H 1.697850 -1.561655 5.778530 0.0 0.0 0.0
H -2.039910 -1.413195 2.649887 -0.1 -0.3 0.2
H 3.233175 1.476849 3.169663 0.0 0.0 0.0
H -2.787197 -1.245819 -3.894523 0.0 0.0 0.0
H -0.907945 1.322274 -5.855773 0.0 0.0 0.0
H -2.494572 -4.347560 -2.924412 0.0 0.0 0.0
H 4.168650 3.866559 0.175096 0.0 0.0 0.0
H -4.542765 2.217817 0.107039 0.0 0.0 0.0
H 0.344549 -1.029227 -1.905314 0.1 -0.3 0.1
H -1.244256 5.182349 1.261114 0.0 0.0 0.0
H 4.896792 1.136435 2.678449 0.0 0.0 0.0
H 2.137020 4.346422 3.754275 0.0 0.0 0.0
H -5.011606 -3.601048 0.398732 0.0 0.0 0.0
H -3.206519 -8.383219 -1.703089 0.0 0.0 0.0
H 0.087393 5.687224 3.323972 0.0 0.0 0.0
H -3.245767 0.397273 -4.294548 0.0 0.0 0.0
H 0.741804 0.955631 -5.339474 0.0 0.0 0.0
H -0.650528 -4.804119 2.058046 0.0 0.0 0.0
H -2.667543 2.586049 -5.214209 0.0 0.0 0.0
H -0.472437 -3.256122 2.951789 -0.1 0.1 0.0
H 1.095479 3.265030 -4.600051 0.0 0.0 0.0
H -0.512667 1.695196 2.886440 0.0 0.0 0.0
H 4.451749 -1.072450 -1.667483 0.0 0.0 0.0
H 2.908363 -0.257177 -1.962296 0.0 0.0 0.0
H -1.748713 5.675914 -2.868939 0.0 0.0 0.0
H -0.433130 -2.162880 -3.079875 0.0 0.0 0.0
H 1.063394 -1.316277 -3.489890 0.0 0.0 0.0
H -3.704392 0.597934 1.862108 0.0 0.0 0.0
H 1.308121 -5.422526 -0.003726 0.0 0.0 0.0
H -3.182013 -0.096278 -2.608456 0.0 0.0 0.0
H 5.839633 3.753882 -0.380361 0.0 0.0 0.0
H 7.015769 1.582127 -0.319284 0.0 0.0 0.0
H -3.263829 -7.681338 0.663423 0.0 0.0 0.0
H -6.540129 -3.447026 2.305948 0.0 0.0 0.0
H 1.342483 -4.509140 -1.549106 0.0 0.0 0.0
```
Forces are in eV/Å.

energy relative to the best compared isomer or geometry (same formula, charge and spin) = 0.000 eV
LUMO energy = -9.52 eV
E_HOMO = -14.95 eV
charge = +3



# 2
Molecular formula: C47H63BBaGeN7O5S2Se
Method: DFT, ωB97M-V/def2-TZVPD

```
128
Properties=species:S:1:pos:R:3:forces:R:3
Ba 1.335413 0.338091 -0.092814 -4.2 -0.3 -8.2
Se 3.774111 -0.046248 1.492029 1.6 0.3 0.4
Ge 0.718748 -0.451346 2.721047 0.4 -1.6 1.1
S 2.125893 3.209307 1.641322 -0.7 0.1 -0.1
S 2.502316 -2.982123 -4.706943 0.0 0.0 0.0
O 3.632938 0.757794 0.037798 1.5 -0.7 1.5
O 2.194348 -0.970681 1.588467 1.0 -0.5 2.8
O 4.949364 -1.123593 1.616705 -0.5 0.0 -0.2
O 1.157417 2.023235 1.576428 0.6 1.5 1.3
O 3.738979 1.034691 2.691523 -0.2 0.0 0.0
N -0.009816 1.826560 -2.576834 0.4 0.2 0.0
N -2.366488 1.456320 0.084985 0.5 0.2 0.0
N -1.294800 1.631536 -2.963427 0.2 0.2 0.1
N -1.315125 -1.489148 -1.165215 0.3 -0.2 0.2
N -1.610945 -0.830346 -2.309656 0.0 0.0 0.1
N 3.420275 -3.094810 -0.839144 -0.2 0.2 0.3
N -2.941001 0.968866 -1.037960 -0.2 -0.1 -0.1
C -4.595252 1.425206 0.350528 0.1 -0.1 -0.4
C 2.618678 -0.396375 4.932811 0.3 -0.3 -0.1
C 0.745965 1.062555 5.168560 -0.2 0.2 0.1
C -1.741064 2.351901 2.744088 -0.1 0.0 0.0
C 4.824938 -4.997790 -0.447882 0.0 -0.1 -0.2
C 2.674023 -2.430545 -3.024693 0.0 0.0 0.0
C -2.304764 -3.534229 4.637664 0.0 0.0 0.0
C -2.901773 2.408872 -4.725829 0.0 0.1 -0.2
C -4.284596 0.933110 -0.901253 -0.2 0.0 0.2
C 4.057432 -3.929081 -0.029176 0.1 0.1 0.3
C 4.938492 -5.195195 -1.822244 -0.1 0.1 0.2
C 4.268708 -4.346202 -2.674167 -0.1 0.0 0.1
C -1.002676 -3.511947 5.120421 -0.2 -0.3 0.2
C -4.093811 1.771657 3.298429 0.0 0.0 0.0
C 2.087531 3.764919 3.342256 0.1 0.0 -0.1
C 2.942343 1.999927 -3.696139 0.2 -0.5 0.0
C 0.294307 -3.227053 0.484468 0.0 0.1 0.1
C 1.373314 -0.837630 -3.962126 0.0 0.0 -0.1
C 2.336134 0.875122 6.952225 -0.1 0.1 0.1
C -1.834226 -1.213444 -4.756575 0.0 -0.1 -0.1
C 1.541979 -1.618828 -5.061607 0.1 -0.1 0.2
C -0.084268 -5.033493 -1.192731 0.0 0.1 0.0
C 1.171300 1.422516 6.436023 0.0 0.1 0.2
C -3.181998 2.427152 2.255774 0.1 0.0 0.0
C 3.480100 -3.295447 -2.152624 0.0 -0.1 -0.4
C -1.693054 -1.904319 2.993835 -0.4 0.0 -0.2
C -1.563911 2.355936 -4.071114 -0.1 0.0 0.1
C 2.297207 3.724496 -2.052188 -0.1 -0.1 0.5
C -1.021429 -2.739642 -1.529858 -0.1 0.0 0.2
C -2.651282 -2.717436 3.575871 -0.2 -0.1 0.0
C -3.356090 1.746684 0.916785 0.0 0.0 0.3
C 1.479791 0.172480 4.402773 -0.6 0.6 -0.6
C -1.508282 -1.653882 -3.372873 -0.2 0.1 0.0
C -0.063961 -2.682201 4.544771 0.5 -0.2 0.3
C -0.391578 -1.891110 3.462313 0.3 0.5 -0.5
C -5.244984 0.417396 -1.917359 -0.1 -0.1 -0.1
C -0.700068 -3.810096 -0.509174 0.1 0.1 -0.1
C 1.059673 4.499770 0.968549 0.0 0.1 0.1
C 0.531428 2.666374 -3.463854 0.1 0.1 0.2
C -0.419970 3.039206 -4.423375 -0.1 -0.2 0.1
C -1.991526 -4.220578 0.209102 0.0 0.0 -0.1
C 2.007304 -1.263477 -2.738896 0.1 -0.1 0.1
C 2.190329 4.237953 -4.465390 0.0 -0.1 0.1
C 3.046286 -0.043175 6.198458 0.3 -0.1 0.2
C -1.131354 -2.894677 -2.913433 0.0 0.1 -0.1
C 1.976420 3.139578 -3.415456 -0.2 0.0 0.0
C -3.573674 3.903400 2.099414 0.0 0.0 0.0
B -2.240944 0.568844 -2.356995 -0.2 -0.1 0.0
H -1.516824 -1.975239 -5.465107 0.0 -0.1 0.0
H -0.793345 -5.500224 -1.877222 0.0 0.0 0.0
H -3.895834 0.701405 3.369937 0.0 0.0 0.0
H -1.327358 -0.288479 -5.018258 0.1 0.1 0.0
H -3.202336 1.442581 -5.127032 0.0 -0.1 0.0
H 3.967257 2.374290 -3.694293 0.1 0.0 0.0
H 0.268721 4.715663 1.685188 0.0 0.0 0.0
H -3.919100 2.218717 4.280597 0.0 0.0 0.0
H -2.688560 -4.680429 -0.493478 0.0 0.0 0.0
H 0.781028 0.058399 -4.041074 -0.1 0.2 0.1
H 1.133124 -1.463200 -6.044373 0.0 0.0 -0.2
H 4.341539 -4.495041 -3.740258 0.0 0.0 -0.1
H 1.631698 4.555417 -1.819290 0.0 0.1 0.0
H 2.687464 1.163762 7.935148 0.0 0.0 0.0
H 2.194837 2.976478 -1.252347 0.0 0.1 -0.2
H -2.868893 4.418237 1.445826 0.0 0.0 -0.1
H 2.879592 1.181614 -2.964516 -0.1 0.2 -0.1
H 0.539415 -3.925494 1.289560 0.0 -0.1 0.0
H -5.009198 -0.603408 -2.215927 0.0 0.0 0.0
H -3.662240 -2.719758 3.187551 0.0 0.0 0.0
H -0.725318 -4.137896 5.960418 0.0 0.0 0.0
H -1.983335 -1.287957 2.146599 0.0 0.0 0.0
H 1.643363 5.390704 0.750347 0.1 0.1 0.0
H 0.939921 -2.658483 4.958197 0.0 0.0 0.0
H -2.865862 3.125811 -5.547189 0.0 0.0 0.0
H -3.132704 0.491675 -3.142707 -0.1 0.0 -0.2
H 3.942437 -3.721973 1.029493 0.1 0.0 0.1
H -3.679379 2.727091 -4.033046 0.0 0.0 0.1
H -2.907477 -1.051121 -4.877149 -0.1 0.0 0.0
H -1.777951 -4.934679 1.006860 0.0 -0.1 0.1
H 0.805892 -4.761736 -1.758169 0.1 0.1 0.0
H 3.199045 -1.108910 4.362224 0.1 0.0 -0.1
H 3.952729 -0.486875 6.594919 0.0 0.0 0.0
H 2.746372 1.544536 -4.666650 0.0 0.0 -0.1
H 5.313650 -5.640315 0.270647 0.0 0.0 0.0
H -0.277326 -0.007521 1.618357 0.1 0.3 0.9
H -0.161646 -2.347003 0.935436 0.0 0.0 0.0
H 1.217907 -2.937630 -0.012461 0.1 0.0 -0.1
H -5.578813 1.539497 0.767574 -0.1 0.0 0.1
H -1.519625 1.346674 3.105741 0.0 0.0 0.0
H 2.337240 4.824445 3.341656 0.1 0.0 0.1
H -3.043108 -4.184247 5.088784 0.0 0.0 0.0
H -0.173545 1.490092 4.789971 0.0 0.0 0.0
H -0.301276 3.697474 -5.261324 0.0 0.1 -0.1
H 0.587984 2.126067 7.019010 0.0 0.0 0.0
H 3.215487 4.602454 -4.413693 0.1 0.0 0.0
H -2.481934 -3.352758 0.644612 0.0 0.1 0.0
H -1.589082 3.053652 3.572156 0.0 0.0 0.0
H -3.575740 4.403520 3.070826 0.0 0.0 0.0
H -5.257331 1.022463 -2.823673 0.0 0.0 0.0
H 2.024613 3.856691 -5.471065 0.0 -0.1 -0.1
H 2.812763 3.186338 3.905793 0.0 -0.1 0.0
H 5.538190 -6.004972 -2.220220 0.0 0.0 0.0
H 1.078758 3.606046 3.717575 0.0 0.0 0.0
H -1.038863 2.581241 1.951196 0.0 0.0 -0.1
H 3.327225 4.078855 -2.013331 0.1 0.0 0.0
H 0.624224 4.115546 0.047353 0.1 -0.1 0.1
H -5.147445 1.903532 3.053928 0.0 0.0 0.0
H 1.521111 5.082942 -4.309332 -0.1 0.1 0.1
H 0.201447 -5.773636 -0.443366 0.0 0.0 0.1
H -6.245457 0.425614 -1.484835 0.0 0.0 0.0
H -4.565217 3.999141 1.657708 -0.1 0.0 0.0
H -0.921666 -3.764931 -3.506231 0.0 -0.1 -0.1
```
Forces are in eV/Å.

energy relative to the best compared isomer or geometry (same formula, charge and spin) = 3.063 eV
LUMO energy = 1.75 eV
E_HOMO = -4.11 eV
charge = -1